Here is one molecule with the formula C24H39N3OS from the Open Molecules 2025 dataset. Energies are from ωB97M-V/def2-TZVPD.

E_HOMO: -8.27 eV
relative energy (zero: lowest compared OMol25 entry of this formula, charge and spin): 0.0 kJ/mol
orbital gap: 8.84 eV
SMILES string: Cc1ccc(C(=O)N(CCN2CCCCC2)C[C@H]2CCCN(C3CCCC3)C2)s1

```
! wB97M-V def2-TZVPD RIJCOSX def2/J DEFGRID3
* xyz 0 1
C 1.798 1.826 -3.883
C 0.752 0.949 -3.295
C -0.547 0.808 -3.669
C -1.251 -0.139 -2.897
C -0.500 -0.697 -1.904
S 1.125 -0.083 -1.950
C -0.935 -1.825 -1.052
O -1.579 -2.731 -1.563
N -0.625 -1.813 0.266
C -0.034 -0.692 0.962
H 0.100 -0.996 2.003
C -0.923 0.558 0.934
C -2.322 0.267 1.472
C -3.132 1.558 1.479
C -2.396 2.620 2.294
N -1.101 2.869 1.691
C -0.280 1.679 1.756
H 0.705 1.910 1.342
H -0.138 1.332 2.797
C -0.416 4.081 2.101
C -0.155 4.244 3.621
C -0.417 5.718 3.917
H -0.657 5.896 4.965
C -1.570 6.062 2.979
H -1.696 7.135 2.845
H -2.502 5.655 3.377
C -1.185 5.354 1.681
H -2.043 5.108 1.058
H -0.527 5.998 1.097
H 0.460 6.314 3.658
H 0.854 3.937 3.895
H -0.858 3.630 4.183
H 0.543 4.060 1.573
H -2.971 3.545 2.302
H -2.308 2.259 3.335
H -3.253 1.917 0.457
H -4.121 1.387 1.907
H -2.813 -0.487 0.854
H -2.248 -0.123 2.491
H -1.021 0.917 -0.094
H 0.957 -0.459 0.559
C -0.789 -3.045 1.004
H -1.305 -2.855 1.949
H -1.409 -3.701 0.393
C 0.584 -3.691 1.278
N 1.432 -3.588 0.110
C 1.104 -4.551 -0.926
C 1.840 -4.201 -2.214
C 3.344 -4.177 -1.974
C 3.644 -3.219 -0.827
C 2.849 -3.625 0.410
H 3.051 -2.921 1.222
H 3.171 -4.631 0.742
H 3.349 -2.208 -1.114
H 4.711 -3.218 -0.593
H 3.870 -3.864 -2.878
H 3.690 -5.180 -1.713
H 1.507 -3.216 -2.546
H 1.583 -4.927 -2.987
H 0.030 -4.518 -1.111
H 1.371 -5.579 -0.611
H 0.430 -4.733 1.607
H 1.074 -3.153 2.094
H -2.282 -0.401 -3.053
H -0.990 1.358 -4.481
H 2.634 1.233 -4.253
H 2.186 2.518 -3.136
H 1.382 2.398 -4.709
*
```

Here are the natural (NBO) charges for atoms 1 to 8, given in e: -0.6397, -0.1656, -0.2755, -0.1877, -0.3109, 0.4220, 0.6641, -0.6325